40
Properties=species:S:1:pos:R:3:forces:R:3:nbo_charge:R:1 method="wB97M-V/def2-TZVPD" multiplicity=1 e_lumo_ev=-0.3 e_tot_ev=-30071.06746 homo_lumo_gap_ha=0.3006 e_above_lowest_ev=5.627
C -1.0939 0.8104 1.4978 -0.58 -0.28 3.17 -0.1447
C -0.0477 1.5414 0.7780 -0.94 3.53 1.92 0.6777
C -1.4619 1.5967 2.8546 -0.93 -1.76 0.76 -0.4012
C -3.0440 1.5903 2.9817 1.78 1.04 -2.26 -0.5294
C -3.5703 0.2135 3.1698 -2.68 -2.31 -1.66 0.7958
C 1.7726 1.3554 -0.6543 1.14 2.73 3.52 -0.1852
C 1.4221 2.1185 -1.9388 1.94 -0.80 -2.89 0.7838
C 2.7367 0.3575 -0.9560 3.70 -2.23 -3.26 -0.4303
C 2.1252 -0.9110 -1.4735 -1.83 0.10 -3.18 -0.0788
C 1.9143 -1.8941 -0.5751 2.32 1.64 3.78 -0.1964
C 1.4967 -1.1277 -2.7945 0.51 -2.15 -0.73 -0.1658
C 1.4784 -3.1420 -0.8817 -1.19 -2.56 -1.08 -0.3465
C 1.1519 -2.4141 -3.3038 -0.23 -0.51 5.30 -0.2670
C 1.1866 -3.4480 -2.2081 -0.18 0.94 -2.56 0.3422
H -1.5451 -1.1437 2.0633 0.28 0.91 -0.84 0.4191
H -0.1282 -0.5613 2.5183 -0.69 -0.59 -1.89 0.3379
H -1.9038 0.7980 0.8342 -1.74 0.50 -0.84 0.2166
H -0.9054 1.2749 3.8211 -0.93 -0.23 -1.75 0.2102
H -1.1729 2.5973 2.7611 0.37 1.53 -0.46 0.2430
H -3.2541 2.0500 1.8594 -0.51 -1.43 2.96 0.2668
H -3.4963 2.2376 3.7313 0.33 0.24 -0.08 0.2317
H -5.5185 0.9107 4.2357 3.39 -3.53 -3.49 0.4868
H 0.5887 -0.2822 -0.0189 -0.14 2.16 1.05 0.4916
H 2.3191 2.0280 0.1964 -1.17 -0.40 -2.66 0.2413
H 3.3996 0.0629 -0.1359 -0.32 0.32 0.11 0.2220
H 3.4137 0.7407 -1.7935 -0.69 -0.42 1.32 0.2613
H 2.3031 -1.5004 0.5000 -1.16 -1.92 -2.15 0.2120
H 1.2544 -0.4132 -3.5476 0.55 1.16 0.24 0.2432
H 1.2809 -3.9517 -0.1617 0.40 0.61 -0.07 0.2165
H 0.4991 -2.6397 -4.1634 0.93 0.37 0.24 0.2372
H 0.6540 -5.2173 -1.8795 -0.63 -1.93 2.52 0.4686
H 0.6117 3.4089 -0.7780 0.54 -0.17 -0.25 0.5299
N -0.7703 -0.5985 1.6497 2.17 -0.46 2.80 -0.8386
N 0.7813 0.7610 0.1912 0.64 -2.03 -3.25 -0.6169
O 0.0112 2.8307 0.8416 0.15 -2.82 -1.01 -0.7221
O -3.1237 -0.8588 2.7783 -0.42 2.03 1.26 -0.5828
O -4.9177 0.0683 3.5259 -1.91 3.80 3.47 -0.6984
O 1.7826 1.6393 -3.0742 -2.09 3.04 4.58 -0.5993
O 0.8538 -4.7271 -2.6214 0.65 2.55 -1.95 -0.6660
O 1.0343 3.3704 -1.6883 -0.84 -0.66 -0.70 -0.6663